81
Properties=species:S:1:pos:R:3 method="wB97M-V/def2-TZVPD" total_charge=+2 lumo_energy_ev=-7.25 energy_ha=-2937.9367 e_homo_ev=-13.25 de_lowest_kj_mol=293.15
Ce -0.042 0.130 0.102
C -0.963 -1.807 0.966
C 0.394 -2.153 0.481
C 0.619 -0.445 2.148
C -0.834 -0.746 1.984
C 1.368 -1.322 1.224
C -2.225 -2.447 0.534
H -2.134 -2.865 -0.467
H -3.061 -1.745 0.554
H -2.443 -3.264 1.229
C -1.923 -0.069 2.709
H -2.890 -0.269 2.245
H -1.778 1.016 2.732
H -1.938 -0.444 3.735
C 1.176 0.576 3.055
H 1.295 0.127 4.042
H 0.505 1.436 3.138
H 2.149 0.933 2.711
C 2.842 -1.394 1.100
H 3.214 -2.072 1.873
H 3.307 -0.416 1.245
H 3.135 -1.788 0.127
C 0.726 -3.237 -0.476
H 0.941 -4.145 0.097
H 1.605 -2.992 -1.074
H -0.109 -3.444 -1.146
C -1.801 1.525 -6.873
C -1.866 0.188 -6.884
C -1.042 -0.811 -7.641
C 0.314 -0.321 -8.204
C 1.245 0.189 -7.143
C 1.305 1.409 -6.593
C 0.488 2.635 -6.877
C -0.858 2.428 -7.612
H -1.637 -1.233 -8.468
H 0.144 0.420 -8.993
H -0.846 -1.659 -6.963
H -0.675 2.084 -8.636
H -2.520 2.047 -6.223
H -2.649 -0.271 -6.266
H -1.331 3.424 -7.708
H 0.281 3.124 -5.910
H 2.077 1.565 -5.829
H 1.094 3.361 -7.444
H 0.791 -1.187 -8.700
H 1.955 -0.560 -6.760
P -1.322 0.312 -2.058
C -2.832 1.162 -1.948
C -1.494 -1.074 -3.110
P 1.498 0.893 -1.748
C 0.014 1.413 -2.751
C 2.417 -0.265 -2.674
C 2.490 2.266 -1.355
H -2.811 1.938 -1.165
H -3.621 0.439 -1.693
H -3.036 1.602 -2.925
H -1.635 -0.694 -4.123
H -2.387 -1.635 -2.799
H -0.637 -1.762 -3.085
H 2.759 2.753 -2.293
H 3.398 1.912 -0.846
H 1.972 2.969 -0.686
H -0.230 2.452 -2.497
H 0.157 1.303 -3.839
H 3.373 -0.437 -2.157
H 2.604 0.184 -3.650
H 1.916 -1.235 -2.796
Cl 0.416 8.106 4.285
C 0.088 6.672 3.409
C -1.185 6.074 3.469
C -1.450 4.904 2.745
C -0.461 4.296 1.958
C 0.811 4.887 1.911
C 1.082 6.067 2.619
C -0.785 2.995 1.235
O -1.973 2.645 1.109
O 0.220 2.275 0.833
H -1.956 6.526 4.086
H -2.446 4.464 2.822
H 1.607 4.437 1.316
H 2.066 6.524 2.566

83
Properties=species:S:1:pos:R:3 method="wB97M-V/def2-TZVPD" total_charge=+2 lumo_energy_ev="-7.06 / -7.06" energy_ha=-4616.7288 e_homo_ev="-11.07 / -11.07" de_lowest_kj_mol=0.00
N 3.516 -8.444 0.908
C 3.450 -8.003 2.164
C 2.853 -6.778 2.511
C 2.258 -5.963 1.509
C 2.381 -6.461 0.182
C 3.017 -7.690 -0.064
C 1.493 -4.721 1.767
Ba -0.763 -1.660 2.257
P -5.049 2.416 -0.982
C 0.519 -4.190 0.925
C 0.704 -2.942 0.200
C -0.207 -2.528 -0.807
C -0.067 -1.303 -1.443
C 0.978 -0.423 -1.073
C 1.739 -0.741 0.071
C 1.662 -1.996 0.660
Br -1.353 0.839 0.379
H 1.749 -4.202 2.708
H -0.354 -4.821 0.661
H 2.807 -6.483 3.564
H 1.968 -5.917 -0.656
H 3.882 -8.636 2.949
H 3.117 -8.071 -1.083
H -0.995 -3.231 -1.072
H 2.273 -2.240 1.535
H -0.826 -1.004 -2.165
H 2.391 0.023 0.505
P 1.554 1.033 -1.997
C -4.950 1.277 0.449
C -6.371 0.763 0.726
H -4.565 1.853 1.303
H -4.238 0.475 0.205
H -6.411 0.236 1.680
H -7.079 1.600 0.771
H -6.720 0.078 -0.054
C -4.509 1.424 -2.426
C -5.049 2.007 -3.732
H -4.887 0.407 -2.258
H -3.412 1.412 -2.405
H -4.861 1.308 -4.549
H -6.128 2.184 -3.684
H -4.566 2.953 -3.995
C -3.661 3.613 -0.798
C -4.159 4.947 -0.233
H -3.277 3.756 -1.822
H -2.887 3.141 -0.171
H -3.319 5.640 -0.132
H -4.895 5.404 -0.906
H -4.621 4.841 0.755
C 1.700 2.594 -1.115
C 2.617 3.660 -1.743
H 1.996 2.385 -0.075
H 0.665 2.967 -1.091
H 3.643 3.599 -1.363
H 2.647 3.600 -2.838
H 2.230 4.649 -1.470
C 0.366 1.228 -3.330
C 0.506 0.044 -4.271
H 0.599 2.189 -3.815
H -0.636 1.303 -2.884
H 1.488 0.042 -4.746
H 0.389 -0.913 -3.761
H -0.247 0.093 -5.054
C 3.148 0.485 -2.649
C 4.305 0.497 -1.656
H 3.348 1.104 -3.531
H 2.998 -0.544 -3.003
H 4.495 -0.512 -1.281
H 5.217 0.836 -2.158
H 4.115 1.144 -0.794
N 2.616 3.269 5.689
C 1.926 2.363 4.966
C 1.131 2.752 3.862
C 0.443 1.775 3.165
N 0.474 0.455 3.494
C 1.239 0.077 4.557
C 1.975 0.984 5.312
H 2.570 4.257 5.465
H 3.178 2.996 6.491
H 1.066 3.803 3.563
H -0.161 1.998 2.286
H 1.241 -1.003 4.776
H 2.577 0.643 6.163

84
Properties=species:S:1:pos:R:3 method="wB97M-V/def2-TZVPD" total_charge=+4 lumo_energy_ev=-13.51 energy_ha=-7039.4534 e_homo_ev=-18.77 de_lowest_kj_mol=319.10
C -1.188 6.026 -2.925
C -1.639 4.689 -3.190
C -1.702 4.258 -4.531
C -1.417 5.167 -5.551
N -1.061 6.414 -5.277
C -0.935 6.856 -4.034
C -1.967 3.668 -2.259
C -1.614 2.945 -1.235
C -0.460 2.003 -0.915
C 0.361 2.305 0.216
C 1.315 1.409 0.634
C 1.436 0.104 0.026
C 0.901 0.057 -1.282
C -0.068 0.930 -1.786
Hf -2.650 1.283 -0.509
P 2.779 -1.111 0.316
H -1.937 3.211 -4.724
H -1.023 6.391 -1.899
H -1.492 4.818 -6.582
H -0.619 7.889 -3.877
H -0.271 1.003 -2.891
H 0.135 3.283 0.702
H 1.245 -0.730 -1.947
H 1.807 1.620 1.590
C 2.309 -2.719 1.011
C 3.341 -3.832 0.778
H 1.314 -3.003 0.610
H 2.177 -2.565 2.092
H 3.488 -4.410 1.707
H 2.989 -4.522 -0.005
H 4.328 -3.442 0.475
C 3.662 -1.300 -1.251
C 4.001 0.024 -1.928
H 3.027 -1.954 -1.876
H 4.570 -1.900 -1.050
H 4.101 -0.158 -2.999
H 3.222 0.783 -1.774
H 4.957 0.421 -1.582
C 3.725 -0.286 1.590
C 5.035 -0.937 2.051
H 3.008 -0.217 2.425
H 3.900 0.727 1.206
H 5.585 -0.198 2.656
H 4.850 -1.817 2.684
H 5.687 -1.229 1.208
Br 0.172 -1.206 1.981
P -2.160 -1.069 -0.872
C -1.069 -2.533 -0.860
C -1.270 -3.857 -1.626
H -0.958 -2.774 0.207
H -0.096 -2.112 -1.147
H -0.277 -4.214 -1.926
H -1.726 -4.651 -1.018
H -1.872 -3.763 -2.526
C -3.335 -1.672 0.388
C -4.132 -2.961 0.132
H -4.000 -0.868 0.714
H -2.639 -1.843 1.229
H -4.541 -3.290 1.096
H -4.979 -2.808 -0.543
H -3.506 -3.771 -0.257
C -2.525 -0.997 -2.695
C -3.079 -2.187 -3.465
H -1.536 -0.756 -3.125
H -3.160 -0.099 -2.876
H -3.605 -1.806 -4.350
H -2.275 -2.802 -3.879
H -3.765 -2.814 -2.891
C 0.657 2.708 3.808
N -0.085 1.601 4.370
C 0.336 0.885 5.478
C -0.580 -0.059 5.721
N -1.561 0.071 4.746
C -2.676 -0.842 4.678
C -1.231 1.048 3.848
Se -2.075 1.503 2.071
H 0.032 3.224 3.074
H 1.572 2.340 3.326
H 0.953 3.394 4.619
H 1.268 1.095 5.993
H -0.627 -0.830 6.464
H -2.327 -1.841 4.364
H -3.116 -0.929 5.684
H -3.423 -0.469 3.969

95
Properties=species:S:1:pos:R:3 method="wB97M-V/def2-TZVPD" total_charge=-1 lumo_energy_ev=1.67 energy_ha=-3574.5101 e_homo_ev=-4.84
C 4.120 -3.868 -1.254
C 4.962 -4.066 -0.035
H 4.746 -3.657 -2.122
H 3.466 -3.008 -1.125
H 3.503 -4.730 -1.486
C 6.243 -4.437 -0.026
C 7.120 -4.740 -1.190
H 6.723 -4.531 0.944
H 6.904 -4.071 -2.026
H 6.941 -5.754 -1.556
H 8.178 -4.658 -0.960
Cd -1.820 1.758 -0.666
Cl -0.560 -0.072 -1.254
C -1.655 0.101 1.687
O -1.581 1.290 1.324
N -1.437 -0.294 2.940
C -0.722 0.540 3.885
C -1.898 -1.586 3.403
H -1.908 -0.688 0.981
H -0.713 1.558 3.516
H 0.302 0.186 3.998
H -1.210 0.511 4.860
H -2.475 -2.071 2.623
H -2.527 -1.475 4.286
H -1.051 -2.224 3.659
H -4.781 5.353 1.995
H -6.737 4.964 0.114
C -4.223 5.610 1.094
C -5.935 5.080 -0.616
N -4.653 4.780 -0.014
H -3.166 5.445 1.265
C -3.909 3.767 -0.457
O -2.810 3.457 0.039
H -6.120 4.404 -1.444
H -4.323 3.213 -1.297
H -4.395 6.662 0.868
H -5.953 6.104 -0.989
H 1.761 2.276 -3.894
H 2.533 1.427 -1.466
C 1.641 3.266 -3.455
C 2.590 2.501 -1.299
N 1.512 3.159 -2.017
H 0.750 3.723 -3.874
C 0.371 3.460 -1.411
O -0.065 2.860 -0.408
H 2.473 2.688 -0.239
H -0.158 4.315 -1.839
H 2.507 3.874 -3.715
H 3.553 2.870 -1.652
O 4.450 -2.453 1.699
C 4.263 -3.798 1.279
C 5.694 -4.345 3.303
C 4.755 -4.737 2.359
H 6.067 -3.333 3.280
C 6.142 -5.243 4.263
H 3.194 -3.986 1.139
C 4.270 -6.042 2.391
H 6.874 -4.925 4.994
C 5.654 -6.540 4.292
C 4.713 -6.938 3.350
H 3.546 -6.359 1.650
H 6.002 -7.239 5.041
H 4.324 -7.948 3.364
Si 3.258 -1.492 2.373
Cl -2.026 2.587 -2.831
C 4.212 -0.134 3.236
C 2.237 -2.477 3.600
C 2.142 -0.752 1.062
H 5.050 -0.538 3.802
H 3.577 0.419 3.928
H 4.613 0.579 2.517
H 2.710 -0.156 0.349
H 1.396 -0.098 1.515
H 1.613 -1.523 0.504
H 2.867 -3.055 4.275
H 1.556 -3.166 3.102
H 1.630 -1.809 4.213
O -5.582 -0.355 -1.534
C -4.843 0.679 -1.866
O -3.705 0.777 -1.123
C -5.436 1.550 -3.040
C -4.999 2.809 -3.570
C -5.652 3.516 -4.596
C -6.793 2.961 -5.162
C -7.284 1.729 -4.715
C -6.609 1.048 -3.668
N -8.462 1.181 -5.313
O -9.025 1.768 -6.191
O -8.898 0.134 -4.946
N -5.163 4.795 -5.044
O -4.189 5.284 -4.552
O -5.741 5.397 -5.897
H -4.183 3.352 -3.231
H -7.304 3.499 -5.951
H -7.027 0.106 -3.348

83
Properties=species:S:1:pos:R:3 method="wB97M-V/def2-TZVPD" total_charge=+1 lumo_energy_ev="-4.42 / -4.37" energy_ha=-2271.3581 e_homo_ev="-7.28 / -7.31"
Al -0.880 -1.850 -2.339
C -0.902 3.149 0.115
C -2.039 2.396 0.544
C -0.773 2.906 2.394
C -0.161 3.513 1.272
C -1.916 2.189 1.948
C -0.541 3.550 -1.251
H -1.230 3.125 -1.986
H 0.470 3.191 -1.494
H -0.532 4.644 -1.371
C 1.000 4.423 1.306
H 1.276 4.753 0.299
H 1.880 3.951 1.760
H 0.763 5.312 1.908
C -0.300 3.056 3.786
H -0.212 4.122 4.040
H 0.691 2.606 3.944
H -1.004 2.596 4.486
C -2.867 1.458 2.811
H -3.556 2.147 3.331
H -2.336 0.886 3.581
H -3.480 0.762 2.229
C -3.213 2.039 -0.267
H -3.990 2.822 -0.199
H -3.673 1.107 0.086
H -2.958 1.935 -1.328
C 0.328 -2.845 -3.494
C -0.416 -1.850 -4.193
C -1.834 -2.019 -4.704
C -2.825 -2.808 -3.765
C -2.617 -2.631 -2.268
C -1.712 -3.420 -1.496
C -0.900 -4.590 -1.984
C -0.129 -4.291 -3.325
H -1.847 -2.474 -5.703
H -2.833 -3.872 -4.063
H -2.238 -1.003 -4.849
H -0.764 -4.598 -4.172
H 1.407 -2.724 -3.355
H 0.140 -0.987 -4.575
H 0.764 -4.938 -3.295
H -0.186 -4.857 -1.173
H -1.922 -3.468 -0.437
H -1.518 -5.505 -2.123
H -3.819 -2.378 -3.952
H -3.457 -2.184 -1.732
P 1.362 -0.250 -1.131
P -0.949 -1.315 1.495
C 1.248 -1.972 -0.417
C 0.523 -2.297 0.911
H 2.319 -2.198 -0.274
H 0.918 -2.694 -1.202
H 0.208 -3.355 0.862
H 1.269 -2.217 1.716
C -0.372 -1.039 3.195
H -1.221 -0.702 3.798
H 0.403 -0.262 3.145
H 0.032 -1.985 3.580
C -2.279 -2.534 1.881
H -1.884 -3.519 2.159
H -2.962 -2.629 1.028
H -2.860 -2.124 2.718
C 2.584 -0.298 -2.496
H 2.295 0.395 -3.296
H 2.707 -1.302 -2.922
H 3.534 0.042 -2.061
C -0.150 0.451 -1.932
H -0.805 0.844 -1.156
H -0.840 -0.043 -2.716
H 0.277 1.283 -2.508
O 3.125 1.801 0.053
B 2.080 0.868 0.276
O 1.882 0.670 1.658
C 2.947 1.288 2.245
C 3.352 1.168 3.565
C 4.606 1.705 3.885
C 5.372 2.365 2.922
C 4.922 2.518 1.596
C 3.698 1.948 1.292
H 2.705 0.645 4.261
H 4.980 1.590 4.906
H 6.349 2.775 3.191
H 5.488 3.031 0.829